Entry 1:
ORCA calculation (wB97M-V/def2-TZVPD) on a molecular structure, C24H82Cl4HfN2O18.

Last column: Löwdin charge in e.
Geometry (Å):
Hf: -1.851 0.033 -1.401  0.98
Cl: -1.363 -2.418 -1.568  0.24
Cl: -1.254 2.371 -2.222  0.15
Cl: -4.137 -0.184 -2.399  0.13
Cl: -0.642 0.361 0.993  0.16
C: 2.980 2.484 -3.462  -0.11
O: 2.351 1.217 -3.326  -0.15
H: 2.370 3.147 -2.873  0.08
H: 3.996 2.504 -3.063  0.09
H: 2.921 2.891 -4.441  0.07
H: 2.677 0.618 -4.001  0.10
C: -2.298 6.017 -1.644  -0.15
O: -1.136 5.845 -2.423  -0.12
H: -2.728 6.999 -1.782  0.08
H: -3.138 5.323 -1.855  0.06
H: -2.076 5.883 -0.602  0.06
H: -0.975 4.900 -2.434  -0.03
C: -5.432 -3.590 -0.660  -0.14
O: -4.060 -3.353 -0.731  -0.19
H: -5.888 -3.140 -1.549  0.08
H: -5.650 -4.638 -0.578  0.07
H: -5.859 -3.117 0.214  0.08
H: -3.662 -3.555 -1.567  0.02
C: 1.248 -2.278 -4.783  -0.13
O: 1.326 -2.272 -3.375  -0.15
H: 0.216 -2.207 -5.087  0.06
H: 1.779 -1.501 -5.280  0.07
H: 1.594 -3.292 -5.111  0.09
H: 0.747 -2.970 -3.054  0.01
C: 3.606 -0.304 0.254  -0.12
O: 2.876 -1.544 0.238  -0.15
H: 3.408 0.255 -0.653  0.06
H: 3.231 0.371 1.075  0.08
H: 4.641 -0.494 0.457  0.07
H: 1.979 -1.244 0.474  0.04
C: -2.579 1.122 3.513  -0.15
O: -3.304 0.357 2.584  -0.19
H: -2.080 0.382 4.102  0.08
H: -1.865 1.775 2.939  0.04
H: -3.310 1.760 4.008  0.09
H: -3.926 -0.233 2.993  0.09
C: 0.536 -3.965 1.255  -0.03
C: 1.146 -5.377 1.275  -0.50
C: 2.371 -5.455 0.344  -0.13
C: 3.684 -4.681 0.868  -0.13
C: 4.040 -5.149 2.318  -0.13
C: 2.795 -5.157 3.240  -0.50
N: 1.745 -5.897 2.545  -0.09
O: 0.699 -6.119 3.508  -0.04
C: 3.196 -5.956 4.487  -0.05
C: 2.479 -3.671 3.646  -0.01
C: 0.213 -6.483 0.715  -0.03
H: -0.183 -3.825 0.393  0.04
H: 1.248 -3.132 1.164  0.05
H: -0.082 -3.704 2.113  0.08
H: 2.677 -6.555 0.206  0.13
H: 2.086 -5.098 -0.660  0.11
H: 3.485 -3.600 0.683  0.08
H: 4.508 -4.872 0.201  0.09
H: 4.771 -4.577 2.874  0.10
H: 4.562 -6.138 2.298  0.12
H: 3.157 -7.006 4.183  0.09
H: 4.148 -5.648 4.883  0.08
H: 2.545 -5.848 5.336  0.07
H: 3.090 -3.326 4.440  0.06
H: 2.483 -2.955 2.820  0.06
H: 1.502 -3.515 4.078  0.07
H: 0.043 -6.275 -0.347  0.06
H: -0.741 -6.504 1.278  0.09
H: 0.807 -7.375 0.859  0.07
H: 0.810 -7.030 3.782  0.09
C: 1.144 7.084 3.314  -0.07
C: 0.691 5.680 3.204  -0.53
C: -0.698 5.775 2.514  -0.12
C: -1.157 4.396 2.017  -0.19
C: -0.129 3.902 1.035  -0.15
C: 1.252 3.754 1.664  -0.52
N: 1.613 5.030 2.223  -0.09
O: 2.947 4.974 2.795  -0.03
C: 1.264 2.640 2.711  -0.05
C: 2.327 3.428 0.623  -0.03
C: 0.489 5.060 4.562  -0.04
H: 1.982 7.192 3.991  0.08
H: 0.388 7.768 3.715  0.09
H: 1.449 7.444 2.281  0.12
H: -1.358 6.076 3.321  0.12
H: -0.715 6.487 1.676  0.12
H: -2.110 4.541 1.536  0.10
H: -1.436 3.721 2.842  0.08
H: -0.128 4.667 0.203  0.13
H: -0.378 2.990 0.536  0.03
H: 1.192 1.661 2.353  -0.01
H: 2.184 2.513 3.283  0.09
H: 0.414 2.711 3.395  0.06
H: 2.529 4.385 0.075  0.10
H: 3.296 3.224 1.111  0.08
H: 2.078 2.638 -0.091  0.07
H: -0.163 4.182 4.592  0.07
H: -0.096 5.665 5.248  0.08
H: 1.424 4.828 5.082  0.10
H: 3.218 5.867 2.491  0.11
O: -3.011 1.716 -0.222  -0.31
H: -3.307 1.437 0.679  0.06
H: -3.768 2.168 -0.636  -0.01
O: 0.297 1.534 -5.361  -0.08
H: 0.809 1.801 -4.569  0.00
H: -0.227 2.351 -5.559  0.04
O: -4.988 3.222 -1.436  -0.04
H: -5.272 2.799 -2.266  0.06
H: -4.356 3.868 -1.688  -0.01
O: -2.991 -0.948 0.264  -0.31
H: -3.447 -1.754 0.050  -0.01
H: -2.637 -0.914 1.155  0.00
O: -5.166 -2.033 -4.745  -0.08
H: -5.240 -1.376 -4.044  -0.06
H: -5.396 -1.543 -5.542  0.07
O: 0.394 -0.121 -1.880  -0.27
H: 0.957 0.580 -2.203  0.01
H: 0.559 -0.791 -2.558  0.00
O: 0.130 -5.200 -3.276  -0.05
H: -0.361 -5.676 -2.634  0.01
H: 0.990 -5.651 -3.374  0.07
O: -2.501 -2.323 -4.757  -0.09
H: -3.497 -2.438 -4.764  0.03
H: -2.163 -3.215 -4.633  0.05
O: -1.120 4.356 -5.472  -0.05
H: -1.864 4.452 -4.872  0.03
H: -0.476 4.928 -5.033  0.04
O: -1.455 -0.228 -3.507  -0.35
H: -1.046 0.346 -4.193  0.06
H: -1.916 -1.017 -3.932  0.01

Values from the calculation:
Gap between HOMO and LUMO: 8.42 eV
M: 1007.2 g mol⁻¹
DFT total energy: -117455.309 eV



Entry 2:
ORCA calculation (wB97M-V/def2-TZVPD) on 2 unconnected molecules or ions with the total composition C21H19F3O10P2S.

Last column: natural (NBO) charge in e.
Geometry (Å):
O: -3.562 7.585 0.007  -1.05
P: -2.419 6.584 -0.343  1.42
C: -2.428 5.119 0.840  -0.40
C: -1.799 5.335 2.114  -0.21
C: -1.775 4.139 3.201  0.53
O: -1.819 4.322 4.439  -0.47
C: -1.701 2.660 2.552  -0.07
C: -0.974 1.469 3.211  -0.17
C: -0.915 0.069 2.484  -0.29
P: -0.011 -1.288 3.425  0.81
S: -1.328 -2.565 4.069  -0.57
C: -1.557 -0.210 1.105  -0.11
C: -1.534 -1.548 0.278  0.98
F: -1.122 -1.344 -1.089  -0.34
F: -2.881 -2.062 0.271  -0.33
F: -0.727 -2.592 0.753  -0.31
C: -2.332 1.006 0.459  0.09
C: -3.115 0.913 -0.945  -0.13
O: -2.309 1.506 -1.985  -0.55
C: -2.522 0.882 -3.265  0.23
O: -1.545 1.270 -4.260  -0.53
C: -0.478 0.300 -4.376  -0.11
C: -0.418 -0.468 -5.788  -0.10
O: 0.996 -0.600 -6.167  -0.73
C: -2.395 2.416 1.153  -0.11
C: -3.116 3.688 0.532  0.54
O: -4.177 3.702 -0.131  -0.48
H: -2.422 6.233 -1.730  -0.02
H: -1.187 7.305 -0.066  -0.05
H: -1.327 6.350 2.385  0.26
H: -0.488 1.644 4.241  0.26
H: 0.978 -1.991 2.647  0.04
H: 0.728 -0.692 4.525  0.00
H: -4.188 1.343 -0.883  0.23
H: -3.271 -0.196 -1.245  0.20
H: -3.548 1.217 -3.691  0.16
H: -2.544 -0.261 -3.250  0.15
H: -0.432 -0.472 -3.534  0.18
H: 0.512 0.901 -4.303  0.19
H: -0.966 0.060 -6.639  0.20
H: -0.811 -1.557 -5.738  0.17
H: 1.536 -0.789 -5.360  0.46
O: 3.247 -2.097 2.062  -0.56
C: 3.886 -3.099 1.781  0.48
C: 3.457 -4.443 2.182  -0.37
C: 4.192 -5.512 1.869  0.31
O: 3.806 -6.765 2.233  -0.63
C: 5.468 -5.383 1.110  0.47
O: 6.123 -6.379 0.858  -0.51
C: 5.885 -4.041 0.688  -0.36
C: 5.148 -2.972 0.998  0.30
O: 5.521 -1.720 0.611  -0.63
H: 2.530 -4.523 2.735  0.25
H: 4.502 -7.361 1.892  0.51
H: 6.803 -3.962 0.122  0.25
H: 4.828 -1.124 0.956  0.50

Values from the calculation:
Gap between HOMO and LUMO: 6.63 eV
M: 582.4 g mol⁻¹
DFT total energy: -80115.793 eV
SMILES: O=[PH2]C1=CC(=O)c2cc([PH2]=S)c(C(F)(F)F)c(COCOCCO)c2C1=O.O=C1C=C(O)C(=O)C=C1O



Entry 3:
ORCA calculation (wB97M-V/def2-TZVPD) on a single C19H24N4O4 molecule.

Last column: natural (NBO) charge in e.
Geometry (Å):
C: -4.191 -3.793 -0.025  -0.25
O: -4.753 -2.545 -0.340  -0.48
C: -4.001 -1.426 -0.150  0.29
C: -2.727 -1.420 0.392  -0.35
C: -2.048 -0.216 0.554  0.17
N: -0.767 -0.267 1.125  -0.60
C: 0.157 0.720 1.248  0.69
O: -0.002 1.865 0.884  -0.62
C: 1.444 0.235 1.932  -0.31
C: 2.487 1.359 1.948  -0.40
C: 3.340 1.347 0.686  -0.22
N: 4.070 0.100 0.586  -0.41
C: 5.068 -0.084 -0.308  0.36
C: 5.524 0.928 -1.185  -0.07
N: 6.522 0.729 -2.012  -0.35
C: 7.103 -0.469 -2.016  -0.09
C: 6.650 -1.475 -1.184  0.03
N: 5.649 -1.293 -0.337  -0.47
C: 3.537 -1.024 1.322  -0.22
C: 2.013 -1.017 1.238  -0.42
C: -2.638 0.973 0.163  -0.35
C: -3.912 0.980 -0.398  0.26
O: -4.517 2.129 -0.828  -0.51
C: -3.848 3.354 -0.641  -0.25
C: -4.617 -0.223 -0.546  0.24
O: -5.862 -0.373 -1.090  -0.50
C: -6.803 0.670 -0.981  -0.24
H: -4.949 -4.529 -0.287  0.20
H: -3.284 -3.987 -0.608  0.17
H: -3.962 -3.877 1.043  0.17
H: -2.254 -2.340 0.700  0.21
H: -0.500 -1.186 1.448  0.40
H: 1.176 -0.006 2.967  0.23
H: 1.968 2.317 2.006  0.25
H: 3.132 1.265 2.822  0.21
H: 4.050 2.179 0.727  0.21
H: 2.693 1.494 -0.189  0.19
H: 5.067 1.906 -1.225  0.20
H: 7.925 -0.605 -2.703  0.20
H: 7.090 -2.464 -1.181  0.19
H: 3.857 -0.982 2.370  0.18
H: 3.951 -1.930 0.876  0.25
H: 1.729 -1.023 0.183  0.21
H: 1.632 -1.931 1.698  0.21
H: -2.084 1.885 0.285  0.26
H: -2.903 3.386 -1.191  0.18
H: -3.659 3.552 0.419  0.18
H: -4.522 4.113 -1.035  0.20
H: -6.839 1.075 0.034  0.17
H: -7.764 0.215 -1.223  0.19
H: -6.596 1.481 -1.683  0.19

Values from the calculation:
Gap between HOMO and LUMO: 8.13 eV
M: 372.4 g mol⁻¹
DFT total energy: -34241.914 eV
SMILES: COc1cc(NC(=O)C2CCN(c3cnccn3)CC2)cc(OC)c1OC
Energy above the lowest of the compared OMol25 structures with the same formula, charge and spin: 92.70 kcal/mol